[1]
The following is a DFT calculation (the ωB97M-V functional and the def2-TZVPD basis) of the molecule BH3OS in a non-equilibrium geometry.

The calculation puts the gap between HOMO and LUMO (alpha / beta) at 5.01 / 7.28 eV. The energy is -13603.7458 eV. Its LUMO energy (alpha / beta) is 0.45 / -3.77 eV. For the energy above the lowest of the compared OMol25 structures with the same formula, charge and spin, the calculation gives 0.8755 eV. The HOMO energy (alpha / beta) is -4.56 / -11.04 eV. Its multiplicity is 3.

Each line ends with the Mulliken spin population.
Atoms and positions in Å:
B 0.12 0.24 0.08  0.761
O 1.05 1.20 -0.03  0.075
S -1.38 0.93 0.77  1.059
H 0.01 -0.85 -0.38  -0.019
H 1.82 0.80 -0.40  0.004
H -2.47 0.17 0.44  0.120

=====

[2]
The following is a DFT calculation (the ωB97M-V functional and the def2-TZVPD basis) of a structure of composition C11H16CrO5P in a non-equilibrium geometry.

The calculation puts the gap between HOMO and LUMO (alpha / beta) at 9.50 / 5.89 eV. The energy is -59593.5602 eV. Its LUMO energy (alpha / beta) is -8.11 / -11.77 eV. For the energy above the lowest of the compared OMol25 structures with the same formula, charge and spin, the calculation gives 0.6678 eV. The net charge is +2. The HOMO energy (alpha / beta) is -17.61 / -17.66 eV. Its multiplicity is 4.

Each line ends with the Mulliken spin population.
Atoms and positions in Å:
O 0.43 3.14 -6.76  0.000
C 0.27 2.45 -5.88  0.000
Cr 0.39 1.42 -1.29  3.244
O -0.48 0.05 -3.81  0.137
C -0.15 0.55 -2.82  -0.164
C 1.02 2.62 -0.03  -0.104
O 1.42 3.40 0.71  0.096
C -1.27 2.25 -1.21  -0.155
O -2.27 2.80 -1.20  0.133
C 2.13 0.92 -1.64  -0.089
O 3.21 0.66 -1.90  0.102
H 0.71 2.59 -2.29  -0.120
C 1.34 0.10 2.84  -0.001
C 0.96 -1.00 1.84  0.003
P 0.07 -0.30 0.39  -0.206
C 0.16 -1.79 -0.70  0.041
C -0.27 -3.10 -0.04  0.016
C -1.44 0.36 1.22  0.038
C -2.12 -0.59 2.20  0.015
H 1.97 0.87 2.34  0.001
H 1.93 -0.35 3.67  0.001
H 0.45 0.59 3.28  0.000
H 1.91 -1.45 1.48  -0.001
H 0.38 -1.79 2.35  -0.003
H -0.51 -1.63 -1.56  0.001
H 1.20 -1.90 -1.07  0.007
H -1.31 -3.02 0.33  -0.001
H -0.23 -3.91 -0.79  0.002
H 0.41 -3.38 0.79  0.000
H -1.19 1.31 1.74  0.010
H -2.19 0.58 0.44  -0.002
H -1.48 -0.82 3.07  0.000
H -3.04 -0.12 2.59  0.001
H -2.41 -1.54 1.69  -0.001

=====

[3]
The following is a DFT calculation (the ωB97M-V functional and the def2-TZVPD basis) of a cluster of 3 separate species, C5H15NO4 in total in a non-equilibrium geometry.

The calculation puts the gap between HOMO and LUMO at 8.94 eV. The energy is -15104.2141 eV. As for the SMILES: CCN[C@H](C=O)CO.O.O. Its LUMO energy is 0.61 eV. For the energy above the lowest of the compared OMol25 structures with the same formula, charge and spin, the calculation gives 4.9205 eV. The HOMO energy is -8.33 eV.

Each line ends with the natural charge from an NBO analysis.
Atoms and positions in Å:
C 0.04 -1.32 2.31  -0.645
C -0.79 -0.13 1.59  -0.227
N 0.12 1.02 1.34  -0.689
C -0.17 1.74 0.01  -0.175
C -0.20 0.83 -1.27  0.463
O 0.74 0.17 -1.54  -0.538
C 0.80 3.03 -0.04  -0.052
O 1.58 2.82 -1.19  -0.744
H 1.10 -1.09 2.59  0.230
H -0.45 -1.93 3.05  0.217
H 0.42 -2.09 1.55  0.209
H -1.52 0.13 2.35  0.169
H -1.54 -0.13 0.75  0.213
H 0.93 1.29 1.94  0.398
H -1.24 2.12 0.25  0.180
H -1.28 0.83 -1.90  0.123
H 1.39 3.11 0.95  0.178
H 0.16 3.90 -0.44  0.201
H 1.89 1.79 -1.25  0.485
O -1.90 -2.15 -2.27  -0.961
H -2.70 -1.93 -2.60  0.470
H -1.69 -3.10 -2.17  0.493
O 1.46 -3.32 -1.22  -0.963
H 0.86 -2.58 -0.87  0.486
H 2.00 -3.00 -1.93  0.478

=====

[4]
The following is a DFT calculation (the ωB97M-V functional and the def2-TZVPD basis) of a structure of composition C9H13NO3S in a non-equilibrium geometry.

The calculation puts the gap between HOMO and LUMO at 8.26 eV. The energy is -28006.9941 eV. Its LUMO energy is 0.58 eV. For the energy above the lowest of the compared OMol25 structures with the same formula, charge and spin, the calculation gives 4.5695 eV. The HOMO energy is -7.69 eV.

Each line ends with the natural charge from an NBO analysis.
Atoms and positions in Å:
C -1.60 -1.34 1.84  0.702
C 0.25 -1.52 -2.19  0.541
C -0.59 -2.17 2.62  -0.518
C 0.26 -2.00 1.37  -0.132
C -0.51 -0.42 -0.33  0.057
C 0.62 0.42 0.15  -0.127
C -0.04 1.63 0.90  -0.627
C 1.58 0.87 -1.00  -0.622
C -1.61 0.23 -1.01  -0.151
N -0.83 -1.35 0.68  -0.498
O -2.70 -0.82 1.95  -0.590
O 0.54 -2.62 -2.10  -0.473
O -2.11 -0.88 -1.96  -0.748
S 1.58 -0.70 1.33  0.148
H 0.21 -0.82 -2.93  0.133
H -0.25 -1.62 3.45  0.247
H -1.08 -3.22 2.88  0.245
H 0.76 -2.96 1.06  0.223
H 0.59 2.08 1.63  0.223
H -0.87 1.21 1.34  0.207
H -0.36 2.40 0.24  0.205
H 2.59 1.21 -0.72  0.228
H 1.21 1.72 -1.50  0.211
H 1.78 0.01 -1.56  0.209
H -1.21 0.96 -1.74  0.212
H -2.41 0.33 -0.37  0.223
H -2.73 -1.37 -1.46  0.471

=====

[5]
The following is a DFT calculation (the ωB97M-V functional and the def2-TZVPD basis) of a structure of composition C27H28Cl8IrN7O4S in a non-equilibrium geometry.

The calculation puts the gap between HOMO and LUMO (alpha / beta) at 7.72 / 4.64 eV. The energy is -160899.3192 eV. Its LUMO energy (alpha / beta) is -7.67 / -10.75 eV. For the energy above the lowest of the compared OMol25 structures with the same formula, charge and spin, the calculation gives 0.4312 eV. The net charge is +3. The HOMO energy (alpha / beta) is -15.38 / -15.38 eV. Its multiplicity is 2.

Each line ends with the Mulliken spin population.
Atoms and positions in Å:
Ir 2.20 -0.76 -0.08  0.002
N 2.84 0.41 1.45  0.001
N 2.30 0.06 2.70  0.000
C 1.38 -0.93 2.79  0.001
N 0.93 -1.21 3.99  0.000
N 1.03 -1.49 1.61  -0.001
N 0.06 -2.50 1.55  0.000
O -0.42 -2.95 2.58  0.000
O -0.20 -2.89 0.45  0.000
H 3.86 0.37 1.49  0.000
H 2.59 1.38 1.24  0.000
H 2.66 0.55 3.51  0.000
H 1.25 -0.71 4.81  0.000
H 0.23 -1.93 4.09  0.000
Cl 1.54 -1.74 -1.93  0.000
C 2.78 -0.71 -2.64  0.002
C 3.31 -0.02 -1.58  -0.003
C 4.34 0.87 -1.83  -0.003
Cl 5.01 1.78 -0.52  0.000
C 4.82 1.01 -3.14  0.000
Cl 6.09 2.09 -3.47  0.000
C 4.24 0.26 -4.19  0.000
Cl 4.82 0.44 -5.79  0.000
C 3.19 -0.63 -3.94  0.001
Cl 2.44 -1.58 -5.15  0.000
Cl -2.59 -1.26 4.58  0.000
C -2.83 -0.42 3.08  0.000
C -2.71 0.96 3.04  0.000
C -2.94 1.61 1.83  0.002
C -3.29 0.92 0.67  -0.001
C -3.53 1.71 -0.60  -0.001
C -2.52 1.40 -1.72  -0.001
N -1.13 1.39 -1.26  0.000
C -0.25 2.45 -1.25  0.000
C 0.94 1.95 -0.83  0.000
N 0.78 0.61 -0.56  0.001
C -0.48 0.31 -0.83  0.000
O -4.79 1.45 -1.21  0.006
C -5.94 1.70 -0.43  0.029
C -6.80 2.74 -1.08  0.051
C -7.64 3.65 -0.38  0.373
Cl -7.76 3.78 1.27  0.149
S -8.59 4.67 -1.41  -0.061
C -7.89 3.91 -2.76  0.338
C -6.96 2.90 -2.44  0.082
C -3.40 -0.47 0.76  0.000
Cl -3.84 -1.44 -0.61  0.000
C -3.19 -1.15 1.95  0.000
H -2.45 1.52 3.93  0.000
H -2.85 2.69 1.79  0.000
H -3.44 2.77 -0.34  0.001
H -2.62 2.12 -2.53  0.000
H -2.75 0.41 -2.13  0.000
H -0.53 3.44 -1.58  0.000
H 1.90 2.45 -0.77  0.000
H -0.92 -0.67 -0.75  0.000
H -5.70 1.98 0.60  0.000
H -6.52 0.77 -0.39  0.014
H -8.19 4.21 -3.76  0.013
H -6.44 2.33 -3.19  0.008
H -3.30 -2.22 2.00  0.000
C 5.13 -3.13 -1.36  0.000
C 3.99 -3.40 -0.42  0.000
O 3.67 -2.23 0.42  0.000
C 4.61 -2.13 1.53  0.000
C 4.23 -3.04 2.68  0.000
H 5.30 -4.03 -1.96  0.000
H 6.07 -2.92 -0.84  0.000
H 4.92 -2.31 -2.05  0.000
H 4.21 -4.22 0.26  0.000
H 3.07 -3.64 -0.93  0.000
H 4.62 -1.10 1.86  0.000
H 5.61 -2.35 1.15  0.000
H 3.26 -2.78 3.10  0.000
H 4.98 -2.96 3.47  0.000
H 4.20 -4.09 2.38  0.000

=====

[6]
The following is a DFT calculation (the ωB97M-V functional and the def2-TZVPD basis) of a cluster of 3 separate species, C4H12N2S in total in a non-equilibrium geometry.

The calculation puts the gap between HOMO and LUMO at 8.69 eV. The energy is -18155.2510 eV. Its LUMO energy is -0.04 eV. For the energy above the lowest of the compared OMol25 structures with the same formula, charge and spin, the calculation gives 2.7676 eV. The HOMO energy is -8.73 eV.

Each line ends with the natural charge from an NBO analysis.
Atoms and positions in Å:
C -0.11 2.11 0.82  -0.060
C 0.83 1.68 1.68  -0.444
N 0.15 3.08 -0.16  -0.813
H -1.16 1.98 1.05  0.231
H 0.54 1.04 2.50  0.215
H 1.84 2.07 1.62  0.199
H 1.13 3.28 -0.30  0.371
H -0.14 0.68 -0.25  0.180
H -0.31 2.93 -1.04  0.384
C -0.14 -2.55 -0.70  -0.230
C -1.23 -1.60 -0.15  -0.556
S -1.54 -0.16 -1.21  -0.145
N 1.10 -1.90 -1.14  -0.833
H -0.56 -3.05 -1.58  0.182
H 0.16 -3.34 -0.01  0.194
H -0.99 -1.35 0.88  0.202
H -2.13 -2.22 -0.09  0.220
H 1.71 -1.68 -0.36  0.346
H 0.83 -1.01 -1.55  0.360